Entry 1:
Computed, not measured: a structure of composition C35H39BrDyNP2SeSi at a distorted geometry, with ωB97M-V/def2-TZVPD.

```
81
Properties=species:S:1:pos:R:3:forces:R:3:lowdin_charge:R:1
Dy 11.1553 -0.0776 17.7635 -0.26 -1.34 1.19 1.00
C 12.1081 0.1383 22.1794 0.21 0.97 -2.14 -0.30
C 13.2980 0.9908 21.5814 0.50 -1.19 -0.21 -0.32
P 13.6645 0.5626 19.7461 0.20 0.47 1.04 0.99
C 15.4097 1.0310 19.5947 1.23 1.25 -1.40 -0.39
C 16.1594 0.4347 18.5477 0.03 0.42 1.82 -0.11
C 17.5012 0.8219 18.3066 -1.05 -0.27 -0.94 -0.07
C 18.0467 1.9749 18.8586 -2.22 -0.78 1.14 -0.02
C 17.2426 2.6542 19.8401 1.68 -0.22 -1.00 -0.06
C 16.0095 2.1896 20.2043 -1.39 0.03 0.69 -0.09
C 12.7841 1.8801 18.8024 -0.64 1.85 -0.63 -0.48
C 11.4369 2.3007 19.1205 0.18 -0.48 -2.36 -0.18
C 10.5798 2.8514 18.0937 0.61 0.92 0.57 -0.10
C 11.2029 3.4860 16.9522 -0.91 -1.31 1.59 -0.08
C 12.5550 3.2855 16.7659 1.17 0.06 0.08 -0.11
C 13.3261 2.4340 17.5980 -0.66 -0.40 0.28 -0.07
P 11.1605 -0.8387 20.8007 -0.02 0.78 1.04 0.93
C 11.8306 -2.4900 20.9793 0.34 -0.45 -0.79 -0.43
C 13.1533 -2.7230 21.2787 -0.30 -0.87 0.39 -0.10
C 13.6310 -4.0387 21.3868 1.17 0.64 -0.58 -0.06
C 12.7954 -5.0797 21.0627 -1.51 -1.50 0.60 -0.07
C 11.4034 -4.8784 20.8636 1.85 -0.02 -0.16 -0.04
C 11.0052 -3.5736 20.7176 -1.89 -0.35 0.11 -0.17
C 9.6027 -0.9825 21.7012 -0.90 0.30 -1.07 -0.41
C 8.4168 -0.4033 21.1648 1.75 -0.46 0.69 -0.11
C 7.3909 -0.1034 22.0200 -1.69 -0.31 0.29 -0.08
C 7.4373 -0.4977 23.3655 0.19 0.05 1.04 -0.06
C 8.5353 -1.2252 23.8191 0.31 -0.24 1.84 -0.07
C 9.6272 -1.4742 22.9858 -0.04 0.00 0.83 -0.10
H 11.3856 0.7512 22.7249 0.08 -0.02 -0.26 0.09
H 12.5216 -0.5592 22.8631 0.18 -0.80 0.62 0.06
H 14.2584 0.7697 22.1595 -1.21 0.41 -0.90 0.11
H 13.1301 2.0633 21.5657 -0.11 0.10 0.38 0.07
H 15.7009 -0.3899 18.0110 0.24 -0.10 -0.05 0.08
H 17.9849 0.1971 17.5481 0.34 0.58 0.33 0.11
H 19.0153 2.2751 18.5577 0.78 0.48 0.01 0.10
H 17.6184 3.5585 20.3293 -0.06 -0.36 -0.28 0.12
H 15.5084 2.8422 20.9728 0.14 -1.15 -0.80 0.13
H 11.0424 2.0733 20.0778 -0.55 -0.29 0.71 0.08
H 9.4682 2.9270 18.2875 1.47 0.22 -0.17 0.14
H 10.6419 4.1082 16.2594 -0.07 -0.27 0.15 0.13
H 13.0372 3.8198 15.9339 -0.09 -0.47 0.40 0.13
H 14.3549 2.1606 17.3289 -0.40 0.33 0.06 0.12
H 13.7428 -1.8675 21.4738 1.02 0.47 0.33 0.07
H 14.6954 -4.2027 21.6410 -0.79 0.01 -0.21 0.12
H 13.0722 -6.1437 21.0506 0.50 0.68 0.27 0.12
H 10.7482 -5.7557 20.8318 0.11 0.61 -0.35 0.12
H 9.9704 -3.4014 20.4294 0.09 0.10 0.31 0.05
H 8.4029 -0.2569 20.0966 -0.28 0.41 -0.12 0.05
H 6.4555 0.3153 21.6328 0.45 0.07 0.15 0.12
H 6.6788 -0.2374 24.1504 0.50 -0.20 -1.32 0.13
H 8.6236 -1.5267 24.9285 -0.37 0.40 -1.99 0.14
H 10.5072 -1.9979 23.3889 -0.42 0.31 -0.25 0.13
C 15.5128 -3.9551 16.1086 -0.39 0.27 -0.13 -0.01
C 14.5130 -2.8716 15.9067 -0.17 0.75 -1.90 -0.23
C 14.6862 -2.0899 14.7079 0.15 -0.23 2.27 0.03
C 13.8156 -1.0824 14.4333 -0.83 1.21 -1.58 -0.07
C 12.7847 -0.7904 15.3192 0.60 -0.49 1.25 -0.62
Br 11.4597 0.6383 14.9754 1.01 -0.90 -0.34 0.87
N 12.6785 -1.4046 16.4981 0.00 -1.29 -1.15 -0.14
C 13.4313 -2.5801 16.6919 -0.70 1.45 0.54 -0.02
H 15.6466 -4.2064 17.1538 0.17 -0.12 0.04 0.09
H 16.4072 -3.5357 15.6503 0.40 -0.59 0.33 0.09
H 15.1918 -4.8232 15.5358 0.20 -0.22 0.08 0.11
H 15.6042 -2.2040 14.1501 -0.20 -0.22 -0.42 0.14
H 13.9044 -0.5005 13.5114 0.00 -0.19 0.33 0.13
H 13.1412 -3.2382 17.5224 0.12 0.74 -0.06 0.14
C 6.1456 -2.5878 16.9149 -0.21 -0.17 -0.69 -0.22
Si 7.8461 -2.0045 16.1868 0.05 -0.04 0.51 0.40
C 8.3483 -3.3218 14.8277 -0.46 2.59 0.83 -0.22
C 7.8160 0.0043 15.8238 -0.66 -2.36 1.35 -0.21
Se 9.5496 -2.2041 17.9792 -0.68 0.61 -1.06 0.23
H 5.9891 -3.6915 17.1049 0.66 1.13 -0.35 0.06
H 5.2684 -2.2770 16.2750 1.00 -0.14 0.45 0.05
H 6.0291 -2.0893 17.8647 -0.20 0.19 0.43 0.00
H 9.3648 -2.9795 14.5318 -0.68 -0.81 -0.28 0.01
H 7.5521 -3.1842 14.0347 1.14 -0.66 0.67 0.05
H 8.3251 -4.2550 15.4071 0.05 0.12 -0.67 0.03
H 7.0937 0.0354 14.9989 0.45 0.84 0.03 0.03
H 8.7884 0.4799 15.7090 -0.12 -0.19 -0.75 -0.08
H 7.4079 0.4528 16.7564 -0.21 -0.36 -0.65 0.03
```
Positions in Å, forces in eV/Å.

Max |F|   2.79 eV/A
Charge   +2
Spin multiplicity   6
HOMO-LUMO gap (spin up / spin down)   6.84 / 6.92 eV
HOMO energy (spin up / spin down)   -13.18 / -13.19 eV
LUMO (spin up / spin down)   -6.34 / -6.28 eV

***

Entry 2:
Computed, not measured: an isolated molecule of C9H8ClF at a distorted geometry, with ωB97M-V/def2-TZVPD.

```
19
Properties=species:S:1:pos:R:3:forces:R:3:lowdin_charge:R:1
C -1.9139 1.6751 -0.5390 0.10 3.76 1.86 -0.13
C -2.1929 0.8211 -1.5133 -1.96 -4.41 -2.02 -0.11
C -0.8348 1.5870 0.3842 -1.69 1.55 -0.24 -0.03
C -1.4686 -0.4398 -1.5120 0.65 1.22 -0.12 -0.05
C -0.1214 0.4643 0.3109 1.49 -1.16 1.33 -0.31
C -0.4597 -0.4818 -0.5745 1.69 -3.27 -1.71 0.05
C 0.9076 0.1373 1.3457 -0.41 -1.61 -0.55 -0.15
C 2.1127 -0.6042 0.8169 -2.26 0.23 -3.69 -0.15
C 1.5296 -1.8477 0.0441 -1.90 2.12 -1.08 -0.67
F 1.0483 -2.8606 0.7676 0.09 0.38 0.75 -0.02
Cl 2.3788 -2.5659 -1.2923 0.15 0.53 0.07 0.67
H -2.5535 2.5538 -0.5141 0.14 0.11 0.27 0.10
H -3.1844 0.8444 -2.1522 2.34 0.44 1.21 0.14
H -0.5797 2.3002 1.1952 -0.66 -0.12 -0.88 0.13
H -1.6142 -1.1985 -2.2852 -0.08 0.18 0.45 0.10
H 1.0538 1.0287 1.8402 1.19 1.78 1.47 0.09
H 0.4785 -0.5733 2.0242 -0.72 -0.13 0.75 0.12
H 2.6393 0.0697 0.1304 0.02 -0.57 -0.25 0.13
H 2.7745 -0.9099 1.5232 1.82 -1.02 2.37 0.08
```
Positions in Å, forces in eV/Å.

Max |F|   5.23 eV/A
Spin multiplicity   1
HOMO-LUMO gap (spin up / spin down)   8.34 / 8.34 eV
HOMO energy (spin up / spin down)   -8.29 / -8.29 eV
LUMO (spin up / spin down)   0.05 / 0.05 eV